1.
21
Properties=species:S:1:pos:R:3:forces:R:3 method="wB97M-V/def2-TZVPD" e_tot_ha=-586.741481 orbital_gap_ev=8.4092 de_lowest_kj_mol=469.77 spin_multiplicity=1 smiles="CC1=CC=CC1.Oc1nnon1" max_force_ev_per_a=3.0
C 1.86430 -0.72381 0.13967 -2.572 -1.091 1.062
C -3.35612 -1.26965 -1.00774 0.274 -0.103 0.308
C -2.50916 -0.21726 -0.32878 0.201 -0.122 -0.322
C -1.91722 0.84126 -0.90824 0.532 0.276 0.542
C -1.35732 1.72898 0.14617 -1.162 0.224 0.311
C -1.69960 1.24584 1.36316 0.738 -0.217 -0.910
C -2.25577 -0.15907 1.16181 -0.638 1.062 0.386
H 1.01449 -1.89514 1.36908 0.035 -0.143 -0.161
H -3.69251 -2.01225 -0.26212 0.133 0.182 -0.507
H -2.80179 -1.76118 -1.81619 -0.084 -0.106 0.254
H -4.24226 -0.82616 -1.47894 0.122 -0.016 0.240
H -1.83893 1.07748 -1.96673 -0.201 -0.174 0.176
H -0.99121 2.74016 -0.04182 0.137 -0.419 0.014
H -1.58553 1.77907 2.30394 0.150 -0.395 -0.109
H -3.16590 -0.30769 1.75437 0.021 -0.141 -0.089
H -1.50709 -0.88177 1.51865 -0.219 -0.062 -0.278
N 1.58427 0.20432 -0.80102 0.281 0.081 -1.146
N 2.65156 0.83297 -0.97287 -0.154 0.567 -0.068
N 3.02800 -0.61458 0.66148 0.400 -0.267 -0.241
O 0.85712 -1.57828 0.46774 1.130 0.598 0.257
O 3.56153 0.38463 -0.09144 0.879 0.267 0.279

=====

2.
64
Properties=species:S:1:pos:R:3:forces:R:3 method="wB97M-V/def2-TZVPD" e_tot_ha=-5417.825486 orbital_gap_ev="5.0169 / 4.8774" charge=+1 spin_multiplicity=1 max_force_ev_per_a=2.3
C -1.39919 2.92129 -3.28068 -0.030 -1.333 0.629
C -1.04398 1.65639 -2.84017 -0.499 0.491 -0.238
C 0.32833 1.23559 -2.98893 1.015 -0.986 -0.280
C 1.38603 2.20776 -3.15007 -0.160 -1.369 0.714
C 0.94272 3.54076 -3.25414 -0.322 1.539 -0.623
C -0.38767 3.87798 -3.46601 1.128 0.110 -0.042
C 2.72647 1.72868 -3.09413 -1.049 -1.146 -0.042
C 2.98467 0.32337 -3.02045 -1.433 0.324 0.917
C 1.84717 -0.56709 -2.89849 -0.447 1.076 -0.367
C 2.05162 -1.97900 -2.65777 -0.332 -0.469 -0.073
C 3.30497 -2.51964 -2.84995 -1.277 0.068 0.203
C 4.41149 -1.67053 -2.94311 0.195 1.610 0.027
C 4.24350 -0.29426 -2.87215 1.248 -0.496 -0.589
H -2.45278 3.17475 -3.42626 0.318 0.066 0.378
H 1.68582 4.33129 -3.22506 -0.024 0.016 -0.233
H -0.70557 4.89076 -3.71658 0.423 -0.169 0.165
H 3.54946 2.42120 -3.08762 0.222 0.199 -0.198
H 3.43141 -3.60003 -2.86620 0.018 0.169 0.264
H 5.39366 -2.11253 -3.00485 0.183 0.153 0.134
H 5.10093 0.35815 -2.75368 0.162 -0.121 -0.255
N 0.58671 -0.08687 -2.97064 -0.051 -0.071 1.315
Lu 0.37392 0.93960 1.94744 -1.810 1.192 -0.096
C -2.02376 0.75031 -2.11171 0.152 -0.327 -1.189
H -1.94653 -0.25738 -2.56777 -0.125 0.306 0.478
H -3.07162 1.11743 -2.23974 0.715 -0.206 0.283
C 0.89951 -2.78783 -2.07353 0.123 -0.186 -0.836
H -0.02992 -2.51372 -2.58983 0.134 -0.209 0.109
H 1.06749 -3.87242 -2.12033 0.058 0.169 -0.434
P -1.59816 0.60977 -0.30659 0.525 0.470 -0.069
P 0.67619 -2.34378 -0.31420 0.176 1.106 -0.654
C 2.02528 -3.27755 0.46954 0.019 -0.352 0.079
H 1.90697 -3.22206 1.56380 0.178 -0.194 -0.373
H 2.00876 -4.32354 0.12556 0.177 0.148 0.309
H 2.98334 -2.80742 0.19044 -0.376 -0.202 0.140
C -0.85485 -3.19113 0.13424 -0.172 -0.857 0.154
H -0.71215 -4.28028 0.14262 -0.348 0.098 0.068
H -1.15036 -2.84393 1.13697 0.020 -0.224 -0.307
H -1.64445 -2.92832 -0.58538 0.287 -0.146 0.196
C -2.01172 2.31069 0.24973 -0.593 0.331 -0.105
H -3.06617 2.51243 0.00214 0.217 0.271 0.226
H -1.87782 2.43545 1.34467 -0.194 -0.023 -0.356
H -1.37524 3.04886 -0.26587 -0.159 -0.295 0.148
C -2.98527 -0.35783 0.31495 -0.530 -0.207 0.239
H -2.89469 -0.49223 1.39517 0.014 0.037 -0.029
H -3.94495 0.11457 0.10248 -0.062 0.017 -0.030
H -2.97842 -1.35368 -0.13045 0.023 0.113 0.004
H 0.32163 -0.36623 0.76024 2.081 -0.714 -0.681
H 1.25390 -0.01978 0.64781 0.155 0.042 -0.561
C 0.97565 1.91368 4.29756 -0.194 0.105 0.566
N -0.36949 1.30811 4.27947 1.920 0.175 1.227
C -1.46039 1.81167 4.97909 -0.488 0.255 -0.331
C -2.43938 0.89672 4.89121 -0.401 0.093 0.076
N -1.94962 -0.18957 4.20491 -0.223 -0.888 0.652
C -2.66810 -1.43279 3.95527 -0.272 -0.203 0.003
C -0.62954 -0.01729 3.96540 0.625 -0.600 -1.889
Se 0.58137 -1.33397 3.26362 -0.817 0.417 0.673
H 1.72605 1.31226 3.71358 -0.240 0.179 0.414
H 1.37955 1.96194 5.32332 0.002 -0.123 -0.420
H 0.91810 2.94334 3.90165 0.029 -0.244 0.156
H -1.40497 2.74975 5.48141 -0.137 0.387 0.089
H -3.45610 0.88531 5.24930 0.108 0.200 0.109
H -2.82580 -2.00221 4.88686 0.058 0.282 -0.359
H -3.63387 -1.19225 3.48821 0.238 -0.139 0.249
H -2.08009 -2.05269 3.26368 -0.178 0.288 0.265

=====

3.
16
Properties=species:S:1:pos:R:3:forces:R:3 method="wB97M-V/def2-TZVPD" e_tot_ha=-250.876173 orbital_gap_ev=11.9487 de_lowest_kj_mol=339.01 charge=+1 spin_multiplicity=1 max_force_ev_per_a=4.6
C 2.15978 0.07881 0.03846 -3.476 -1.680 2.577
C 1.19259 0.16233 -0.84901 0.014 1.040 -0.957
C 0.66336 -0.09882 1.23341 4.028 -0.698 -0.683
C -0.90263 -1.18399 -0.28911 -3.551 1.373 0.060
C -1.07792 1.15253 -0.16274 -1.444 -1.110 -2.659
N -0.08818 0.01690 -0.07300 0.164 1.355 -0.552
H 3.23829 -0.10368 -0.02285 -0.551 0.538 0.409
H 1.26989 0.49417 -1.89690 -0.661 -0.618 0.376
H 0.49377 -1.06861 1.75713 0.265 0.705 -0.744
H 0.69881 0.71439 1.96896 -0.613 0.144 -0.822
H -0.35751 -2.04074 -0.24229 1.680 -2.362 0.405
H -1.63819 -1.06665 0.54690 0.534 -0.895 -0.563
H -1.56044 -1.23168 -1.20746 1.260 0.666 0.668
H -1.69111 0.99008 -1.14771 1.288 0.304 1.736
H -1.82449 1.11827 0.62188 0.370 -0.016 0.431
H -0.57604 2.06667 -0.27566 0.692 1.255 0.318

=====

4.
96
Properties=species:S:1:pos:R:3:forces:R:3 method="wB97M-V/def2-TZVPD" e_tot_ha=-62719.621383 orbital_gap_ev=9.8310 de_lowest_kj_mol=26.24 spin_multiplicity=1 smiles=BrCCBr.BrCCBr.BrCCBr.BrCCBr.BrCCBr.BrCCBr.BrCCBr.BrCCBr.BrCCBr.BrCCBr.BrCCBr.BrCCBr max_force_ev_per_a=2.1
Br -7.49063 -2.71299 4.03411 0.422 0.083 0.803
C -5.84446 -2.15652 5.03317 -0.211 0.080 -0.246
C -5.18186 -1.23843 4.01906 0.818 0.401 0.548
Br -3.43886 -0.54685 4.71588 -0.504 -0.195 0.049
H -5.31012 -3.06790 5.28553 0.181 -0.052 -0.545
H -6.05574 -1.70382 6.01601 -0.444 0.192 -0.769
H -5.78683 -0.33573 3.82030 0.360 -0.665 -0.069
H -4.85219 -1.76598 3.11964 -0.490 0.174 0.153
Br 0.18476 -0.54636 5.91275 0.069 -0.525 -0.366
C 0.38529 -1.57044 4.23394 -0.052 -0.762 0.590
C 0.96221 -2.99193 4.37917 -1.085 0.845 0.063
Br 2.74287 -2.95220 5.04942 0.717 -0.107 0.134
H 1.02964 -0.94852 3.64795 0.167 0.241 -0.537
H -0.62131 -1.66515 3.83478 0.002 0.237 -0.169
H 0.96080 -3.48543 3.39846 0.015 0.208 0.302
H 0.35440 -3.55842 5.08554 0.143 -0.060 -0.125
Br 1.60066 5.84682 -2.00689 0.225 -0.088 -0.176
C 3.05263 5.06607 -3.05313 -0.340 -0.110 -0.901
C 3.07462 5.53158 -4.52207 -0.054 -0.556 -0.015
Br 3.87078 7.29996 -4.73008 -0.223 -0.244 0.026
H 2.88932 3.97892 -3.06638 0.027 0.344 0.248
H 3.97287 5.31848 -2.53654 0.016 -0.071 -0.057
H 2.07754 5.53232 -5.00343 0.519 0.185 0.524
H 3.69883 4.83001 -5.11104 -0.174 0.486 0.419
Br 6.93302 0.46554 0.70862 -0.473 0.503 0.564
C 5.72739 1.46695 1.96554 -0.776 -1.162 -0.703
C 4.42705 1.79255 1.21736 -0.064 0.129 0.643
Br 3.23612 2.81175 2.42733 0.335 -0.215 -0.067
H 6.25177 2.31807 2.32985 0.429 0.742 -0.143
H 5.57546 0.80312 2.82196 -0.143 0.016 -0.363
H 3.82559 0.92349 0.94237 0.413 0.005 0.062
H 4.55817 2.43271 0.35010 0.217 -0.084 0.037
Br -3.33645 1.16267 -3.21473 -0.381 -0.545 -1.028
C -4.48917 0.39651 -4.70243 -0.350 -0.771 0.502
C -3.89265 -0.86767 -5.33052 0.614 -0.006 -0.277
Br -5.06016 -1.73132 -6.77093 0.627 0.866 1.229
H -4.64695 1.20816 -5.42336 0.004 -0.350 0.392
H -5.38488 0.09658 -4.14693 0.051 0.529 -0.344
H -3.66362 -1.66730 -4.59977 -0.356 0.555 -0.434
H -2.98197 -0.60298 -5.87310 -0.144 -0.255 0.071
Br 0.25809 3.88116 4.62987 0.356 -0.453 0.015
C -0.38522 5.11688 3.28219 -0.539 0.683 1.449
C -0.16192 4.64467 1.91431 0.131 0.154 -1.816
Br -1.14940 5.92045 0.69523 0.369 -0.477 0.405
H 0.06460 6.07861 3.56482 -0.173 -0.329 -0.524
H -1.44934 5.13321 3.48750 -0.106 0.280 -0.053
H -0.63238 3.67849 1.69736 0.293 0.315 0.216
H 0.87148 4.68900 1.54249 -0.408 -0.159 0.306
Br -2.31836 -4.06496 2.89317 -0.426 -0.136 0.123
C -2.42297 -4.40532 0.96941 0.420 0.886 -0.063
C -3.79371 -4.18224 0.41450 -0.232 -0.312 -1.105
Br -3.77604 -4.56709 -1.57160 0.181 0.107 0.827
H -2.10623 -5.42912 0.80951 0.326 0.141 -0.082
H -1.73870 -3.61794 0.61815 -0.064 -0.827 -0.326
H -4.15841 -3.16916 0.42429 0.022 0.284 0.368
H -4.52749 -4.87647 0.78575 -0.219 -0.094 0.244
Br 0.87570 2.43538 -0.62036 -0.066 -0.781 -0.185
C -0.13114 0.71643 -0.58173 0.152 0.855 -0.090
C -1.06743 0.83868 0.54883 -1.362 0.529 1.120
Br -2.23382 -0.74049 0.69742 0.370 0.009 -0.051
H 0.50442 -0.12662 -0.41375 0.831 -0.286 -0.318
H -0.63820 0.68973 -1.53831 0.049 -0.262 -0.022
H -1.78590 1.63507 0.38082 0.177 0.008 0.042
H -0.64171 1.02039 1.54804 0.133 -0.356 -0.516
Br 6.66689 -4.18365 1.98272 -1.057 0.745 -0.392
C 5.18055 -2.86296 1.49217 0.278 -0.293 1.720
C 3.86316 -3.64207 1.42278 -0.623 0.674 0.055
Br 2.30065 -2.44395 0.84072 0.888 -0.207 0.334
H 5.55286 -2.34233 0.62120 -0.339 -0.253 -0.382
H 5.21269 -2.14488 2.34551 -0.238 -0.646 -0.673
H 3.47598 -4.00711 2.40651 0.785 0.206 -0.948
H 3.83509 -4.38362 0.62763 0.177 -0.101 0.308
Br 0.01302 -1.08277 -3.82358 -0.156 0.358 -0.419
C 0.86545 -2.69665 -3.19652 1.474 0.579 0.829
C -0.10505 -3.34562 -2.25774 0.840 -0.853 0.018
Br 0.74394 -5.04206 -1.64049 -0.372 0.570 0.016
H 1.79823 -2.34138 -2.67182 -0.920 -0.525 -0.573
H 1.12206 -3.33054 -4.05555 -0.188 0.261 0.342
H -0.93232 -3.66330 -2.83842 -1.006 -0.363 -0.181
H -0.43608 -2.75139 -1.40758 0.310 -0.058 -0.010
Br -5.83322 0.95281 0.08819 -0.147 -0.860 0.235
C -5.45622 2.81705 -0.10529 1.743 -0.788 -0.939
C -3.98848 3.15722 0.25397 -1.120 0.858 0.662
Br -3.65385 3.01467 2.17220 0.019 -0.213 0.029
H -6.26465 3.30345 0.39630 0.128 0.734 0.553
H -5.54012 2.95846 -1.17540 -0.124 0.329 -0.199
H -3.88265 4.22747 0.07944 0.297 -0.078 -0.221
H -3.17235 2.60416 -0.23165 -0.928 0.086 -0.175
Br 5.75084 -1.89077 -5.96490 -0.800 0.524 1.056
C 4.49049 -0.90519 -4.73167 0.341 -0.100 0.968
C 4.97922 -0.83933 -3.25908 -0.195 -1.704 -0.169
Br 3.64703 -0.03194 -2.07351 0.039 0.134 -0.441
H 3.51531 -1.42874 -4.69956 0.640 0.345 -0.538
H 4.43640 0.09406 -5.15026 -0.265 -0.109 -0.119
H 5.91447 -0.37508 -3.02386 0.390 0.695 -0.440
H 5.09078 -1.85907 -2.85790 -0.197 0.274 -0.297